1.
Molecular formula: C4H7N3
Method: DFT, the ωB97M-V functional and the def2-TZVPD basis

The LUMO energy is 0.88 eV. The gap between HOMO and LUMO comes out at 10.35 eV. The calculation puts the total energy at -320.60841 Eh. The calculation puts the energy above the lowest of the compared OMol25 structures with the same formula, charge and spin at 172.49 kcal/mol. The molar mass is 97.1 g mol⁻¹.

Geometry as XYZ:
```
14
Properties=species:S:1:pos:R:3:mulliken_charge:R:1
C 1.518 0.621 -0.004 -0.553
C -0.025 -0.769 0.349 0.219
C -1.458 -1.059 -0.038 -0.334
C 0.018 0.569 -0.114 -0.152
H 1.489 1.203 1.066 0.270
H 2.086 0.816 -0.850 0.358
H 2.116 -1.094 0.628 0.298
H 0.033 -0.791 1.544 0.204
H -2.050 -1.972 -0.765 0.282
H -1.453 1.755 -0.587 0.353
H -0.264 0.379 -1.279 0.309
N 1.440 -0.742 -0.207 -0.577
N -2.120 -0.032 0.001 -0.254
N -1.329 1.116 0.255 -0.423
```



2.
Molecular formula: C4H7N3O
Method: DFT, the ωB97M-V functional and the def2-TZVPD basis

The LUMO energy is -0.08 eV. The gap between HOMO and LUMO comes out at 9.50 eV. The calculation puts the total energy at -395.95822 Eh. The calculation puts the energy above the lowest of the compared OMol25 structures with the same formula, charge and spin at 119.35 kcal/mol. The SMILES is [H]/N=C(\NC=O)N1CC1. The molar mass is 113.1 g mol⁻¹.

Geometry as XYZ:
```
15
Properties=species:S:1:pos:R:3:mulliken_charge:R:1
H -2.720 -0.587 -1.461 0.243
N -2.553 -0.166 -0.447 -0.678
C -1.225 0.063 -0.185 0.601
N -0.400 0.116 -1.325 -0.236
C 1.055 -0.028 -1.561 0.110
O 1.272 -0.342 -2.760 -0.561
N -0.723 0.139 1.288 -0.239
C 0.498 0.863 1.638 -0.250
C 0.557 -0.647 1.375 -0.306
H -0.774 0.357 -2.228 0.247
H 1.616 -0.389 -0.669 0.299
H 0.514 1.224 2.624 0.275
H 1.068 1.547 0.857 0.147
H 0.724 -1.148 2.459 0.233
H 1.090 -1.002 0.395 0.113
```



3.
Molecular formula: C4H7N3O
Method: DFT, the ωB97M-V functional and the def2-TZVPD basis

The LUMO energy is 0.65 eV. The gap between HOMO and LUMO comes out at 9.34 eV. The calculation puts the total energy at -395.91965 Eh. The calculation puts the energy above the lowest of the compared OMol25 structures with the same formula, charge and spin at 143.55 kcal/mol. The SMILES is [H]/N=C(/C=C)N/C=N\O. The molar mass is 113.1 g mol⁻¹.

Geometry as XYZ:
```
15
Properties=species:S:1:pos:R:3:mulliken_charge:R:1
H 0.348 -1.289 1.398 0.315
N -0.553 -1.124 0.820 -0.548
C -0.658 -0.048 0.232 0.746
C -1.947 0.492 -0.239 -0.330
C -3.039 -0.232 -0.359 -0.730
N 0.278 1.194 0.249 -0.177
C 1.675 1.062 0.078 -0.005
N 2.320 -0.059 -0.212 -0.494
O 1.679 -1.173 -0.520 -0.238
H -1.982 1.766 -0.265 0.020
H -3.052 -1.453 -0.325 0.211
H -3.880 0.162 -0.662 0.418
H -0.060 2.053 0.029 0.220
H 2.336 2.071 0.153 0.260
H 2.359 -1.642 -0.428 0.332
```



4.
Molecular formula: C4H7N3O
Method: DFT, the ωB97M-V functional and the def2-TZVPD basis

The LUMO energy is 0.40 eV. The gap between HOMO and LUMO comes out at 9.98 eV. The calculation puts the total energy at -395.87508 Eh. The calculation puts the energy above the lowest of the compared OMol25 structures with the same formula, charge and spin at 171.52 kcal/mol. The SMILES is [H]/N=C1\NO[C@H]2C[C@@]12N. The molar mass is 113.1 g mol⁻¹.

Geometry as XYZ:
```
15
Properties=species:S:1:pos:R:3:mulliken_charge:R:1
H 2.007 1.557 -1.655 0.269
N 1.610 1.352 -0.625 -0.550
C 0.706 0.259 -0.686 -0.111
N 0.051 -0.551 -1.783 -0.323
O -1.282 -0.759 -1.038 -0.354
C -1.186 -0.494 0.464 -0.127
C -0.204 -1.258 1.247 -0.573
C 0.084 0.120 0.731 0.478
N 0.192 1.296 1.648 -0.709
H 0.525 -1.721 -1.798 0.336
H -2.170 -0.278 0.816 0.436
H -0.683 -1.698 2.284 0.295
H 0.247 -1.904 0.533 0.252
H -0.273 2.279 1.155 0.335
H 1.238 1.389 1.747 0.347
```



5.
Molecular formula: C4H7N3O
Method: DFT, the ωB97M-V functional and the def2-TZVPD basis

The LUMO energy is 0.61 eV. The gap between HOMO and LUMO comes out at 9.45 eV. The calculation puts the total energy at -396.04354 Eh. The calculation puts the energy above the lowest of the compared OMol25 structures with the same formula, charge and spin at 65.81 kcal/mol. The molar mass is 113.1 g mol⁻¹.

Geometry as XYZ:
```
15
Properties=species:S:1:pos:R:3:mulliken_charge:R:1
C 0.951 -1.215 0.098 -0.922
C 0.675 0.989 -0.978 -0.922
N 0.130 0.019 0.006 0.244
N -1.807 0.204 0.882 -0.275
C -1.414 -0.302 -0.256 0.399
C -0.159 0.635 1.342 0.314
O -1.798 -0.839 -1.257 -0.564
N 0.392 1.145 2.245 -0.607
H -2.774 0.229 1.182 0.211
H 0.505 -1.873 0.840 0.353
H 0.949 -1.696 -0.879 0.357
H 0.672 0.514 -1.959 0.357
H 0.036 1.869 -0.987 0.353
H 1.960 -0.947 0.402 0.351
H 1.683 1.268 -0.679 0.351
```



6.
Molecular formula: C4H7N3O
Method: DFT, the ωB97M-V functional and the def2-TZVPD basis

The LUMO energy is 0.91 eV. The gap between HOMO and LUMO comes out at 9.97 eV. The calculation puts the total energy at -395.94988 Eh. The calculation puts the energy above the lowest of the compared OMol25 structures with the same formula, charge and spin at 124.58 kcal/mol. The SMILES is N[C@]12C[C@@H]1NNC2=O. The molar mass is 113.1 g mol⁻¹.

Geometry as XYZ:
```
15
Properties=species:S:1:pos:R:3:mulliken_charge:R:1
N 0.925 1.329 0.047 -0.675
C 0.107 0.308 -0.668 1.011
C -1.211 0.996 -0.877 -0.492
C -1.083 -0.059 0.184 -0.634
N -0.334 -0.468 1.377 -0.398
N 0.423 -1.492 0.646 -0.276
C 0.802 -1.009 -0.644 0.014
O 1.700 -1.419 -1.321 -0.551
H 1.337 0.889 0.848 0.278
H 1.644 1.662 -0.660 0.251
H -1.224 2.032 -0.420 0.276
H -1.915 0.739 -1.667 0.255
H -1.432 -0.967 -0.178 0.359
H -0.941 -0.854 2.072 0.302
H 1.201 -1.685 1.260 0.281
```



The highest gap between HOMO and LUMO belongs to which entry? C4H7N3